[1]
The following is a quantum chemistry calculation of C34H47As2CaN5O9P2S as an isolated structure, from the Open Molecules 2025 dataset.

Geometry (Å):
1 Ca -0.659 0.065 -0.267
2 O 2.062 4.131 5.361
3 N 0.919 4.480 4.962
4 O 0.336 5.472 5.455
5 C 0.280 3.765 3.953
6 C -1.002 4.169 3.590
7 C -1.728 3.496 2.594
8 C -3.023 3.910 2.193
9 C -3.683 3.238 1.205
10 C -3.069 2.132 0.607
11 N -1.862 1.712 0.966
12 C -1.189 2.374 1.931
13 C 0.167 1.926 2.308
14 N 0.661 0.837 1.669
15 C 1.880 0.410 1.953
16 C 2.690 1.043 2.879
17 C 2.207 2.146 3.546
18 C 0.905 2.622 3.292
19 H -1.432 5.018 4.096
20 H -3.469 4.769 2.682
21 H -4.672 3.538 0.880
22 H -3.573 1.563 -0.166
23 H 2.218 -0.468 1.410
24 H 3.687 0.668 3.075
25 H 2.803 2.663 4.279
26 N -2.137 0.536 -4.960
27 C -2.160 1.010 -3.503
28 C -2.706 2.422 -3.401
29 P -3.109 -0.325 -2.605
30 O -4.564 0.341 -2.340
31 O -3.274 -1.431 -3.590
32 O -2.485 -0.505 -1.247
33 P -0.317 0.967 -3.121
34 O -0.095 -0.621 -3.184
35 O 0.273 1.582 -4.343
36 O -0.045 1.530 -1.747
37 H -2.306 -0.486 -4.933
38 H -1.203 0.783 -5.333
39 H -2.873 0.980 -5.503
40 H -3.727 2.486 -3.785
41 H -2.059 3.120 -3.936
42 H -2.727 2.724 -2.354
43 H -5.220 -0.156 -2.848
44 H 0.015 -1.192 -2.374
45 O 0.204 -1.848 -0.631
46 N 0.611 -3.044 -0.224
47 C 0.805 -3.170 1.119
48 C 1.203 -4.339 1.680
49 C 1.416 -5.434 0.820
50 C 1.223 -5.288 -0.520
51 C 0.811 -4.058 -1.125
52 S 0.574 -3.838 -2.775
53 H 0.584 -2.274 1.680
54 H 1.342 -4.398 2.750
55 H 1.722 -6.392 1.222
56 H 1.382 -6.110 -1.203
57 C -1.899 -3.546 3.695
58 C -3.066 -2.691 3.205
59 As -2.726 -1.863 1.470
60 C -2.642 -3.482 0.353
61 C -3.858 -4.402 0.363
62 C -4.568 -1.282 1.143
63 C -5.075 -0.355 2.249
64 H -2.106 -3.983 4.675
65 H -0.986 -2.951 3.788
66 H -1.679 -4.366 3.008
67 H -3.239 -1.872 3.904
68 H -3.987 -3.276 3.156
69 H -1.756 -4.027 0.684
70 H -2.426 -3.133 -0.658
71 H -4.196 -4.643 1.374
72 H -3.619 -5.345 -0.135
73 H -4.702 -3.963 -0.171
74 H -5.207 -2.160 1.049
75 H -4.574 -0.766 0.184
76 H -5.291 -0.901 3.168
77 H -5.996 0.148 1.945
78 H -4.346 0.423 2.492
79 C 3.290 -0.203 -3.407
80 As 2.922 -0.062 -1.491
81 C 4.567 -0.926 -0.896
82 C 3.420 1.856 -1.260
83 C 4.853 2.191 -1.535
84 C 5.270 2.557 -2.815
85 C 6.602 2.856 -3.075
86 C 7.544 2.800 -2.057
87 C 7.140 2.441 -0.776
88 C 5.811 2.136 -0.522
89 H 4.337 0.027 -3.612
90 H 2.640 0.475 -3.962
91 H 3.059 -1.223 -3.713
92 H 5.436 -0.515 -1.410
93 H 4.475 -1.989 -1.118
94 H 4.703 -0.809 0.181
95 H 3.135 2.133 -0.244
96 H 2.749 2.379 -1.943
97 H 4.535 2.617 -3.610
98 H 6.901 3.139 -4.077
99 H 8.581 3.042 -2.256
100 H 7.862 2.405 0.031
101 H 5.501 1.859 0.480

Results
Strongest force on any atom (Eh/bohr): 0.03437
Total charge: -1
2S+1: 2
LUMO level (spin up / spin down) (eV): 1.9563 / 1.9549
Frontier orbital gap (spin up / spin down) (eV): 5.1 / 6.9
ΔE to the lowest compared entry with this formula, charge and spin (kJ/mol): 0.0
HOMO energy (spin up / spin down) (eV): -3.15 / -4.98

[2]
The following is a quantum chemistry calculation of a 3-piece molecular cluster, C34H47BrClN5O7S2 overall, from the Open Molecules 2025 dataset.

Geometry (Å):
1 C -8.596 -1.655 0.913
2 C -8.543 -3.156 0.450
3 C -7.172 -3.437 -0.287
4 C -7.373 -3.305 -1.862
5 N -6.434 -2.266 -2.345
6 C -5.194 -2.819 -2.952
7 C -4.024 -2.709 -1.917
8 C -2.988 -1.575 -2.284
9 C -2.283 -1.074 -0.979
10 C -0.717 -1.217 -1.023
11 C -0.011 -0.703 -2.309
12 C 0.386 0.819 -2.339
13 C 0.193 1.330 -3.816
14 Br -0.711 1.991 -1.209
15 N -0.598 -2.726 -1.097
16 C -0.549 -3.297 0.208
17 O -0.620 -4.450 0.448
18 C -0.397 -2.141 1.302
19 Cl -1.853 -1.852 2.353
20 C 0.711 -2.652 2.327
21 O 0.092 -3.333 3.397
22 C 0.625 -2.933 4.662
23 C -0.042 -0.959 0.364
24 O 1.270 -0.364 0.420
25 C 2.199 -1.177 -0.032
26 N 2.869 -2.065 -0.246
27 C -7.047 -1.309 -3.180
28 S -8.211 -1.570 -4.310
29 S -6.388 0.358 -2.933
30 C -6.977 1.384 -4.318
31 C -8.357 2.040 -3.988
32 C -8.394 2.857 -2.664
33 H -9.389 -1.471 1.663
34 H -7.616 -1.404 1.366
35 H -8.793 -0.997 0.040
36 H -9.420 -3.396 -0.182
37 H -8.633 -3.780 1.365
38 H -6.473 -2.675 0.098
39 H -6.874 -4.458 0.017
40 H -7.110 -4.306 -2.263
41 H -8.433 -3.050 -2.003
42 H -5.297 -3.861 -3.310
43 H -4.983 -2.196 -3.849
44 H -3.447 -3.656 -1.887
45 H -4.448 -2.508 -0.918
46 H -3.573 -0.725 -2.687
47 H -2.303 -2.028 -3.022
48 H -2.652 -1.716 -0.153
49 H -2.613 -0.047 -0.739
50 H 0.950 -1.265 -2.380
51 H -0.570 -0.934 -3.230
52 H 1.467 0.939 -2.138
53 H 1.073 1.123 -4.453
54 H 0.018 2.426 -3.830
55 H -0.716 0.890 -4.278
56 H 0.174 -3.087 -1.657
57 H 1.407 -1.853 2.656
58 H 1.322 -3.409 1.786
59 H 0.076 -3.487 5.446
60 H 0.442 -1.852 4.846
61 H 1.711 -3.168 4.670
62 H -0.672 -0.129 0.761
63 H -6.217 2.136 -4.617
64 H -7.135 0.762 -5.227
65 H -8.576 2.751 -4.813
66 H -9.114 1.236 -3.965
67 H -7.972 2.332 -1.789
68 H -9.464 3.044 -2.426
69 H -7.900 3.838 -2.800
70 O 8.542 1.632 2.300
71 N 7.683 1.994 3.089
72 O 7.879 2.753 4.022
73 C 6.322 1.477 2.901
74 C 6.070 0.584 1.871
75 C 4.788 0.079 1.711
76 C 3.773 0.474 2.574
77 C 4.036 1.378 3.597
78 C 5.316 1.884 3.764
79 H 6.856 0.273 1.196
80 H 4.581 -0.624 0.915
81 H 2.773 0.075 2.452
82 H 3.242 1.685 4.266
83 H 5.514 2.585 4.564
84 O 14.390 3.822 0.597
85 N 14.130 4.810 1.263
86 O 14.859 5.781 1.372
87 C 12.851 4.830 1.985
88 C 12.010 3.729 1.915
89 C 10.813 3.742 2.617
90 C 10.467 4.852 3.377
91 C 11.313 5.954 3.433
92 C 12.512 5.946 2.735
93 H 12.275 2.862 1.324
94 H 10.149 2.884 2.575
95 H 9.535 4.857 3.929
96 H 11.038 6.819 4.024
97 H 13.167 6.806 2.785

Results
Strongest force on any atom (Eh/bohr): 0.09421
Total charge: 0
2S+1: 1
LUMO level (eV): -0.9619
Frontier orbital gap (eV): 7.7
HOMO energy (eV): -8.64

[3]
The following is a quantum chemistry calculation of a 7-piece molecular cluster, C34H48Br2N2O22 overall, from the Open Molecules 2025 dataset.

Geometry (Å):
1 C -3.053 2.116 2.373
2 C -2.584 0.600 2.699
3 C -0.986 0.532 2.449
4 O -0.557 -0.674 1.756
5 C 0.824 -0.874 2.074
6 C 1.636 -2.085 1.461
7 O 2.627 -2.312 2.571
8 C 3.451 -1.241 2.857
9 N 4.237 -0.314 2.941
10 C 1.072 -3.628 1.568
11 O 0.004 -4.092 1.992
12 N 2.345 -4.295 1.115
13 C 3.276 -3.364 0.339
14 C 2.247 -2.133 -0.053
15 C 3.117 -0.752 -0.288
16 C 3.240 -0.179 -1.744
17 O 2.009 0.251 -2.395
18 C 2.384 0.876 -3.669
19 C 1.964 -0.022 -4.951
20 C 1.593 -2.648 -1.388
21 Br 2.734 -3.384 -2.911
22 C 0.247 -2.666 -1.837
23 C -0.237 -3.136 -3.322
24 Br -1.184 -2.050 -0.702
25 H -2.611 2.509 1.385
26 H -2.696 2.793 3.236
27 H -4.200 2.095 2.317
28 H -2.751 0.421 3.822
29 H -3.068 -0.191 2.031
30 H -0.497 0.652 3.487
31 H -0.585 1.422 1.821
32 H 1.322 0.164 1.959
33 H 0.802 -1.055 3.229
34 H 2.798 -4.843 1.858
35 H 4.270 -3.060 0.834
36 H 3.637 -4.079 -0.455
37 H 4.181 -1.040 0.078
38 H 2.784 0.095 0.412
39 H 3.864 0.804 -1.647
40 H 3.913 -0.840 -2.425
41 H 3.524 1.031 -3.759
42 H 1.844 1.894 -3.809
43 H 0.840 -0.003 -5.171
44 H 2.301 -1.118 -4.864
45 H 2.480 0.444 -5.878
46 H 0.294 -2.559 -4.157
47 H -1.371 -2.955 -3.469
48 H -0.097 -4.281 -3.426
49 O -0.282 3.014 3.690
50 C -0.417 3.392 4.821
51 O 0.603 3.538 5.709
52 C 0.076 4.212 6.843
53 C -1.388 3.899 6.772
54 O -1.612 3.728 5.380
55 H 0.537 3.845 7.762
56 H 0.281 5.282 6.745
57 H -1.642 2.968 7.288
58 H -2.006 4.705 7.170
59 O -6.815 3.145 0.756
60 C -6.323 2.342 0.011
61 O -7.029 1.574 -0.864
62 C -6.085 0.932 -1.710
63 C -4.837 0.929 -0.882
64 O -4.991 2.081 -0.065
65 H -6.417 -0.074 -1.969
66 H -5.977 1.518 -2.628
67 H -4.763 0.047 -0.239
68 H -3.933 1.001 -1.490
69 O -9.219 7.735 -2.335
70 C -9.280 6.871 -1.503
71 O -8.733 5.633 -1.641
72 C -8.821 4.995 -0.373
73 C -9.956 5.713 0.289
74 O -9.906 7.004 -0.302
75 H -9.013 3.927 -0.488
76 H -7.875 5.129 0.157
77 H -10.926 5.259 0.066
78 H -9.834 5.776 1.372
79 O 6.252 -5.258 -1.934
80 C 6.172 -6.122 -1.107
81 O 6.694 -7.371 -1.247
82 C 6.590 -8.011 0.019
83 C 5.468 -7.272 0.681
84 O 5.545 -5.980 0.095
85 H 6.376 -9.074 -0.101
86 H 7.537 -7.898 0.551
87 H 4.489 -7.706 0.455
88 H 5.588 -7.216 1.764
89 O 8.807 -9.679 2.128
90 C 9.831 -9.293 1.628
91 O 11.012 -9.176 2.293
92 C 12.015 -8.915 1.321
93 C 11.240 -8.319 0.186
94 O 9.958 -8.916 0.323
95 H 12.769 -8.231 1.715
96 H 12.497 -9.858 1.049
97 H 11.135 -7.234 0.274
98 H 11.676 -8.555 -0.786
99 O -4.498 10.238 -6.321
100 C -5.457 10.003 -5.641
101 O -6.000 8.765 -5.477
102 C -6.963 8.866 -4.436
103 C -7.329 10.318 -4.453
104 O -6.146 10.941 -4.933
105 H -7.818 8.219 -4.635
106 H -6.499 8.562 -3.494
107 H -8.149 10.535 -5.144
108 H -7.592 10.692 -3.462

Results
Strongest force on any atom (Eh/bohr): 0.12853
Total charge: 0
2S+1: 1
LUMO level (eV): 0.2748
Frontier orbital gap (eV): 9.0
HOMO energy (eV): -8.70

Question: 2S+1 of number 1 (C34H47As2CaN5O9P2S)?
Answer: 2